Model 1:
# C3H8S2

2 unconnected molecules or ions with the total composition C3H8S2 (ωB97M-V with the def2-TZVPD basis set, the OMol25 dataset).

Last columns: bonded neighbours and bond lengths (Å).
Positions of all 13 atoms, in Å:
1 C -2.3985 0.5833 -1.5916  C2 1.314, H4 1.084, H5 1.079
2 C -1.1818 0.3825 -1.1369  C1 1.314, C3 1.520, H6 1.079
3 C -0.3149 -0.7057 -1.7494  C2 1.520, H7 1.091, H8 1.089, H9 1.087
4 H -3.0096 1.3543 -1.1366  C1 1.084
5 H -2.8411 0.0258 -2.4026  C1 1.079
6 H -0.8272 0.9223 -0.2720  C2 1.079
7 H -0.2265 -0.4296 -2.8007  C3 1.091
8 H 0.7044 -0.7190 -1.3657  C3 1.089
9 H -0.8208 -1.6680 -1.7488  C3 1.087
10 S 3.6099 0.0024 2.9036  S11 2.048, H12 1.324
11 S 2.5697 -0.0177 4.6673  S10 2.048, H13 1.343
12 H 2.8945 -0.8250 2.1577  S10 1.324
13 H 1.8420 1.0945 4.4757  S11 1.343

Values from the calculation:
M   108.23 g mol⁻¹
Lowest unoccupied orbital energy   0.3 eV
HOMO level   -9.68 eV
SMILES   C=CC.SS
Orbital gap   0.36846 Eh

---

Model 2:
# C3H8S2

C3H8S2 in the gas phase (ωB97M-V with the def2-TZVPD basis set, the OMol25 dataset).

Last columns: bonded neighbours and bond lengths (Å).
Positions of all 13 atoms, in Å:
1 C -0.0480 1.1486 -1.8563  S2 1.946, H6 1.232, H7 1.309, H8 1.223
2 S -0.4080 -0.7152 -1.4258  C1 1.946, C3 1.985
3 C -0.7954 0.4625 0.1244  S2 1.985, S4 1.786, H9 1.043, H10 1.309
4 S -0.8864 -0.2050 1.7789  C3 1.786, C5 1.967
5 C 0.5295 -1.5657 1.8948  S4 1.967, H11 1.124, H12 1.266, H13 1.250
6 H 0.2318 1.1952 -3.0547  C1 1.232
7 H -0.9206 1.9417 -1.2882  C1 1.309
8 H 0.9696 1.7279 -1.5049  C1 1.223
9 H -1.6859 0.9722 -0.0621  C3 1.043
10 H 0.3491 1.0406 -0.1374  C3 1.309
11 H 0.4155 -2.3978 2.6412  C5 1.124
12 H 0.5145 -2.3623 0.9115  C5 1.266
13 H 1.7341 -1.2427 1.9785  C5 1.250

Values from the calculation:
M   108.23 g mol⁻¹
Lowest unoccupied orbital energy   0.5 eV
HOMO level   -8.60 eV
SMILES   CSCSC
Orbital gap   0.33458 Eh

---

Model 3:
# C3H8S2

4 unconnected molecules or ions with the total composition C3H8S2 (ωB97M-V with the def2-TZVPD basis set, the OMol25 dataset).

Last columns: bonded neighbours and bond lengths (Å).
Positions of all 13 atoms, in Å:
1 C 0.3025 0.0258 0.5337  C2 1.684, C3 1.444, H6 1.024, H7 1.031
2 C 1.5400 0.7926 1.3795  C1 1.684, H8 1.129, H9 1.265, H10 1.162
3 C 0.6755 -0.7701 -0.6114  C1 1.444, S4 2.077
4 S -0.8385 -0.4286 -1.9920  C3 2.077
5 S -4.0678 -0.0973 -2.2120  H13 1.615
6 H -0.1937 0.9209 0.5588  C1 1.024
7 H -0.2857 -0.5085 1.1912  C1 1.031
8 H 2.1321 1.5963 0.8530  C2 1.129
9 H 0.6921 1.6069 1.8465  C2 1.265
10 H 2.3589 0.3138 2.0514  C2 1.162
11 H 0.7868 -2.0790 -0.0054  no bonds
12 H 1.1339 0.0974 -2.2156  no bonds
13 H -4.2362 -1.4702 -1.3776  S5 1.615

Values from the calculation:
M   108.23 g mol⁻¹
Lowest unoccupied orbital energy   -3.1 eV
HOMO level   -8.36 eV
Orbital gap   0.19213 Eh

---

Model 4:
# C3H8S2

C3H8S2 in the gas phase (ωB97M-V with the def2-TZVPD basis set, the OMol25 dataset).

Last columns: bonded neighbours and bond lengths (Å).
Positions of all 13 atoms, in Å:
1 C 0.6319 1.2921 0.1621  C2 1.546, H6 1.096, H7 1.089, H8 1.106
2 C 0.9789 -0.2071 0.3074  C1 1.546, C3 1.593, H9 1.089, H10 1.084
3 C -0.1673 -1.2393 0.7074  C2 1.593, S4 1.697, H11 1.128, H12 1.120
4 S -1.3214 -1.4542 -0.5180  C3 1.697, S5 2.516
5 S -2.1995 0.6011 -1.6729  S4 2.516, H13 1.357
6 H -0.0220 1.4947 -0.6936  C1 1.096
7 H 1.6081 1.7333 -0.0313  C1 1.089
8 H 0.2166 1.8558 1.0187  C1 1.106
9 H 1.3183 -0.4503 -0.6983  C2 1.089
10 H 1.8485 -0.2614 0.9527  C2 1.084
11 H 0.3098 -2.1370 1.1958  C3 1.128
12 H -0.5772 -0.7308 1.6178  C3 1.120
13 H -2.6246 -0.4970 -2.3478  S5 1.357

Values from the calculation:
M   108.23 g mol⁻¹
Lowest unoccupied orbital energy   -1.5 eV
HOMO level   -8.61 eV
SMILES   CCCSS
Orbital gap   0.26185 Eh

---

Most stable structure among those shown: model 1.